Record 1
This record from OMol25 describes a molecular structure, C25H62F3LiO21 at a distorted geometry. The level of theory is wB97M-V/def2-TZVPD.

Summary:
M in g mol⁻¹: 762.7
E in eV: -78272.608
Max |F| in Eh/bohr: 0.1009
LUMO energy in eV: 0.9518

Structure (ORCA input):
```
! RIJCOSX wB97M-V def2-TZVPD def2/J DEFGRID3
* xyz -2 1
F -0.290 -2.577 0.836
F 0.297 -1.650 -1.035
F -1.730 -1.664 -0.462
O 1.698 -3.327 9.121
O -1.910 -8.850 2.008
O 2.861 -2.257 11.424
O -4.733 -7.173 -5.012
O 5.257 -1.968 0.477
O 1.696 8.953 0.474
O 4.464 6.193 -6.635
O 3.170 4.481 6.677
O 0.866 -2.160 -7.875
O -6.370 0.531 3.665
O -4.452 9.970 -3.673
O -5.269 -9.737 -6.129
O 6.601 -1.050 8.741
O -0.871 0.175 2.003
O -6.080 -4.687 3.148
O -3.510 4.596 1.827
O -1.164 -6.051 5.464
O 5.397 -2.699 6.527
O -1.865 -0.918 -9.239
O 5.112 6.379 7.956
O -0.938 0.967 -0.030
C -0.542 -1.487 0.086
C 3.481 -2.104 10.336
C 2.823 -2.877 9.040
C -3.896 -6.025 -5.056
C 4.140 5.971 -5.244
C 1.681 7.607 0.905
C 4.442 7.219 8.888
C -1.588 1.935 -2.071
C 5.464 -1.636 8.814
C -0.432 -0.061 0.751
C -6.375 -10.595 -6.604
C 4.976 4.980 8.252
C -5.178 -9.611 -4.711
C 3.615 -3.055 7.872
C -0.600 0.982 -1.331
C 0.576 -1.064 -8.652
C 4.792 -1.544 10.061
C -3.459 9.387 -4.482
C 3.657 4.321 7.959
C -4.210 -8.438 -4.384
C 4.842 -2.497 7.714
C 1.825 -1.920 -6.857
C -0.598 -1.352 -9.666
C 4.166 4.122 5.647
C -2.100 0.480 -9.338
Li -0.703 2.693 5.804
H -3.206 10.137 -5.232
H -3.091 0.767 -8.988
H 3.019 4.682 8.766
H 4.683 3.175 5.803
H 3.620 3.979 4.715
H -2.020 0.757 -10.390
H 5.012 6.972 -6.753
H 5.124 4.760 9.310
H -3.373 4.409 2.756
H 1.484 -1.158 -6.156
H 5.729 -2.440 1.163
H -4.172 -8.296 -3.304
H 3.332 5.269 -5.041
H 4.952 5.579 -4.632
H -4.831 -10.490 -4.169
H -2.629 1.726 -1.825
H 4.350 -2.261 0.565
H 4.861 4.937 5.447
H -6.327 1.127 4.413
H -2.788 -9.232 1.994
H -6.440 -10.881 -7.654
H -6.204 -9.389 -4.415
H -1.402 1.090 -8.765
H -2.981 -6.159 -4.479
H 3.161 -3.545 7.023
H -7.290 -10.032 -6.418
H 5.077 7.428 9.749
H 1.883 -2.876 -6.336
H -3.914 8.553 -5.014
H -0.598 -2.367 -10.064
H -5.645 0.801 3.101
H -1.300 -6.667 4.744
H -6.138 -5.642 3.123
H 2.328 7.124 0.173
H -2.563 9.093 -3.934
H 3.899 6.938 -4.802
H -4.487 -5.219 -4.623
H 0.627 0.161 0.878
H -4.689 9.331 -2.998
H 5.201 -0.944 10.861
H 2.039 7.508 1.929
H -0.442 -0.793 -10.588
H 0.682 7.170 0.897
H 5.672 4.458 7.596
H -3.477 -5.820 -6.042
H 0.450 1.176 -1.551
H -0.856 0.055 -1.844
H -1.425 2.977 -1.797
H -6.221 -11.526 -6.058
H 2.024 9.488 1.200
H 3.664 3.249 8.157
H -0.318 -6.298 5.835
H 3.448 6.804 9.052
H 1.444 -0.781 -9.246
H -1.602 -8.921 1.105
H -6.235 -4.413 2.244
H -1.495 1.886 -3.156
H 4.383 8.105 8.256
H 0.272 -0.259 -7.982
H 2.829 -1.664 -7.195
H -2.931 3.984 1.371
H -3.190 -8.492 -4.765
*
```

Record 2
This record from OMol25 describes 9 unconnected molecules or ions with the total composition C25H62F7NO13PS at a distorted geometry. The level of theory is wB97M-V/def2-TZVPD.

Summary:
M in g mol⁻¹: 780.8
E in eV: -94179.423
Max |F| in Eh/bohr: 0.0301
LUMO energy in eV: -2.8032

Structure (ORCA input):
```
! RIJCOSX wB97M-V def2-TZVPD def2/J DEFGRID3
* xyz 1 1
S -0.838 -2.840 0.351
P 0.712 2.843 0.854
F 1.260 -4.126 0.927
F 3.912 -2.692 0.398
F 3.931 -1.811 -1.561
F 1.168 -1.735 -1.553
F 1.340 -2.023 1.523
F 3.101 -0.719 0.080
F 2.073 -3.721 -1.395
O 0.911 4.275 1.149
O 6.470 0.103 -1.359
O -1.325 -2.865 1.704
O -2.948 1.695 3.115
O 1.625 3.811 -3.314
O 0.903 1.874 2.110
O -4.974 -1.293 -2.958
O -5.371 -3.354 4.981
O 1.751 2.257 -0.205
O 1.220 -7.401 0.109
O -2.876 4.823 -0.361
O -1.200 -3.858 -0.594
O 7.222 3.766 -1.708
N -3.384 -0.129 -0.994
C 1.866 -2.573 -0.745
C -1.346 -1.269 -0.330
C -0.907 2.590 0.114
C -6.195 -3.854 3.932
C 3.599 -6.892 0.007
C -1.274 1.214 -0.479
C -3.473 6.116 1.628
C -2.870 -1.217 -0.114
C -7.373 -4.654 4.452
C 7.484 -1.431 0.258
C 3.134 5.426 -4.362
C 9.109 3.554 -0.189
C 2.414 -7.574 -0.652
C -2.804 1.211 -0.610
C -3.195 0.385 3.639
C 2.907 4.449 -3.228
C 7.835 4.294 -0.534
C -7.056 -2.157 -3.908
C -2.473 5.888 0.513
C 7.506 -0.061 -0.388
C -5.771 -1.403 -4.158
C 3.245 -1.925 -0.446
C -0.743 -0.011 0.295
C -4.664 0.019 3.656
C 1.026 -2.869 0.539
H 4.103 5.914 -4.261
H -0.848 1.150 -1.493
H 0.349 -0.008 0.260
H 9.818 3.597 -1.016
H -1.129 -1.271 -1.405
H -2.326 6.801 -0.069
H -4.763 -2.184 -2.655
H -2.764 0.289 4.639
H -6.852 -3.179 -3.582
H 3.114 4.910 -5.325
H 2.354 6.187 -4.371
H 0.075 1.768 2.610
H -0.908 3.309 -0.716
H -3.396 2.337 3.677
H 1.594 3.337 -4.151
H -1.681 2.937 0.810
H -3.343 -2.174 -0.351
H -2.635 -0.282 2.979
H 8.896 2.500 0.003
H -3.055 -0.922 0.922
H 6.542 -1.594 0.789
H -1.503 5.587 0.912
H -5.175 -1.884 -4.937
H 7.580 -2.209 -0.499
H 5.625 -0.007 -0.911
H -7.978 -4.045 5.124
H 4.512 -7.030 -0.574
H -5.094 0.106 2.655
H 3.412 -5.818 0.101
H 8.440 0.096 -0.927
H -5.966 -0.378 -4.466
H 2.914 4.969 -2.269
H -5.036 -4.109 5.478
H -3.718 5.067 -0.761
H 3.760 -7.289 1.009
H -6.542 -2.975 3.387
H -4.448 6.403 1.226
H -7.030 -5.528 5.009
H 7.132 4.249 0.306
H 7.418 0.722 0.373
H -3.286 1.511 0.327
H 2.578 -8.647 -0.729
H -4.803 -1.001 4.015
H 3.697 3.694 -3.212
H 1.064 -6.452 0.155
H 7.034 2.832 -1.558
H -3.606 5.205 2.213
H -4.406 -0.097 -0.937
H -1.041 0.060 1.351
H 9.594 3.962 0.700
H -3.134 6.910 2.293
H -3.185 -0.362 -1.973
H -7.648 -1.666 -3.135
H -5.222 0.691 4.311
H -7.651 -2.207 -4.820
H -8.003 -5.002 3.632
H 2.010 3.012 -0.770
H 8.298 -1.538 0.976
H 2.264 -7.182 -1.664
H 8.035 5.343 -0.745
H -5.597 -4.464 3.245
H -3.104 1.914 -1.395
*
```

Record 3
This record from OMol25 describes a molecular structure, C25H64IN3NbO7 at a distorted geometry. The level of theory is wB97M-V/def2-TZVPD.

Summary:
M in g mol⁻¹: 738.6
E in eV: -55409.432
Max |F| in Eh/bohr: 0.0422
LUMO energy in eV: 2.1764

Structure (ORCA input):
```
! RIJCOSX wB97M-V def2-TZVPD def2/J DEFGRID3
* xyz -1 1
I 0.232 6.737 -0.084
Nb -1.470 4.596 0.546
O 1.421 3.950 1.823
O 0.670 -0.694 4.433
O -2.248 2.927 -6.739
O 1.626 1.690 -4.530
O 3.174 -4.046 -3.617
O 2.629 -2.329 0.697
O 1.629 -5.125 5.453
N 1.581 -1.903 -2.270
N -0.791 -3.366 5.301
N -1.504 1.233 -4.360
C -2.058 2.581 -4.335
C -0.421 -1.324 3.790
C 1.810 -1.495 4.657
C -2.462 1.844 -7.611
C 1.511 -1.039 -1.098
C 0.774 1.932 -3.414
C -4.578 3.915 2.648
C 2.857 -2.772 -4.172
C 0.340 -5.522 5.002
C 1.245 2.328 -5.730
C -0.401 -4.382 4.336
C 2.091 2.233 3.462
C 0.100 3.411 1.728
C 2.612 -1.120 -0.047
C -2.968 2.854 -5.509
C -5.080 1.878 1.250
C -4.292 3.194 1.314
C 2.753 -1.702 -3.108
C 2.395 2.984 2.167
C 2.122 -4.983 -3.649
C 3.290 -3.410 0.075
C 1.767 -5.027 6.853
C -1.318 -2.134 4.720
C -2.786 2.907 1.145
C -0.455 1.030 -3.359
H 2.625 -3.991 -0.571
H 3.653 -4.069 0.865
H -1.985 0.920 -7.261
H 0.564 -1.249 -0.593
H 1.534 -2.870 -1.978
H 0.141 2.399 1.273
H -2.029 2.112 -8.574
H -3.731 3.818 3.334
H 1.328 -4.749 -2.930
H -0.332 3.301 2.740
H -2.396 2.547 2.111
H -2.234 5.567 1.915
H 2.149 2.478 -6.323
H 0.239 -3.992 3.533
H 1.386 1.715 -2.536
H -5.455 3.476 3.140
H 1.241 -4.160 7.268
H 3.667 -2.506 -4.857
H 2.545 -5.953 -3.392
H -3.531 1.645 -7.750
H 3.694 -1.704 -2.540
H -0.112 -0.006 -3.445
H 3.342 3.530 2.258
H 3.007 1.799 3.881
H -1.606 -1.480 5.548
H -2.842 5.381 -0.397
H -1.274 3.348 -4.331
H 1.457 -0.006 -1.451
H -2.238 -2.379 4.178
H -1.138 1.038 -5.284
H 2.668 -0.728 -3.604
H 0.005 -3.140 5.884
H 1.771 -2.012 5.622
H -4.762 4.981 2.498
H -1.305 -4.787 3.868
H -1.243 3.738 -1.082
H -2.612 2.106 0.413
H 1.951 -2.232 3.861
H -2.621 2.693 -3.405
H 2.421 -0.327 0.680
H -3.447 3.825 -5.357
H 2.673 -0.828 4.673
H 3.606 -0.931 -0.471
H -1.029 -0.510 3.387
H 1.396 -5.928 7.354
H 1.390 1.413 3.301
H -0.909 1.134 -2.368
H -4.608 3.842 0.490
H 0.785 3.302 -5.541
H 2.488 2.263 1.333
H 0.550 1.723 -6.322
H -4.837 1.326 0.335
H 2.830 -4.920 7.065
H -3.753 2.093 -5.575
H 1.928 -2.829 -4.749
H 0.519 2.994 -3.349
H 1.649 2.907 4.202
H 0.486 -6.319 4.268
H -6.161 2.053 1.286
H -4.797 1.246 2.104
H -0.068 -1.912 2.934
H -0.247 -5.928 5.833
H 1.673 -5.047 -4.646
H 4.144 -3.071 -0.520
*
```

Record 4
This record from OMol25 describes 7 unconnected molecules or ions with the total composition C25H65N3O4 at a distorted geometry. The level of theory is wB97M-V/def2-TZVPD.

Summary:
M in g mol⁻¹: 471.8
E in eV: -39635.767
Max |F| in Eh/bohr: 0.0478
ΔE to the lowest compared entry with this formula, charge and spin in kJ/mol: 0.00
LUMO energy in eV: 0.3665
SMILES: CCN(CC)CC.CCN(CC)CC.CCN(CC)CC.C1CCOC1.CO.CO.CO

Structure (ORCA input):
```
! RIJCOSX wB97M-V def2-TZVPD def2/J DEFGRID3
* xyz 0 1
O 5.740 -36.969 -13.461
O 8.087 -31.137 -9.865
O 7.654 -28.775 -8.569
O 10.412 -31.552 -11.465
N 8.837 -32.900 -4.269
N 5.532 -28.881 -15.582
N 2.064 -32.059 -9.486
C 5.908 -35.972 -12.462
C 6.816 -34.922 -13.063
C 1.906 -30.621 -9.675
C 4.709 -29.955 -13.518
C 11.155 -32.195 -10.428
C 3.428 -29.207 -16.794
C 5.935 -29.530 -14.347
C 7.597 -35.641 -14.149
C 7.088 -32.413 -6.026
C 10.103 -30.781 -4.268
C 4.828 -29.753 -16.533
C 6.566 -28.490 -7.668
C 0.805 -32.758 -9.336
C 8.746 -34.250 -3.737
C 6.934 -37.047 -14.203
C 6.716 -28.219 -16.172
C 3.541 -33.998 -9.906
C 8.619 -35.348 -4.832
C -0.122 -32.792 -10.542
C 6.457 -27.425 -17.437
C 3.029 -32.663 -10.383
C 3.145 -29.869 -9.273
C 6.863 -31.804 -10.098
C 9.776 -32.067 -3.525
C 7.562 -32.287 -4.580
H 3.917 -32.037 -10.480
H 8.536 -34.904 -5.819
H 6.882 -33.430 -6.335
H 7.993 -34.400 -2.950
H 7.719 -31.840 -6.713
H 2.753 -34.747 -9.799
H 7.888 -30.210 -9.603
H 3.430 -28.130 -16.973
H 8.215 -27.998 -8.641
H 7.035 -27.527 -15.390
H 3.999 -33.963 -8.909
H 10.615 -30.979 -5.204
H 9.593 -31.325 -10.981
H 3.592 -30.209 -8.335
H 6.277 -34.054 -13.441
H 7.315 -26.793 -17.656
H 4.994 -30.569 -12.666
H 7.513 -34.533 -12.316
H 4.347 -34.355 -10.549
H -0.523 -31.842 -10.895
H 7.152 -32.763 -10.527
H 6.507 -28.838 -13.727
H 7.717 -35.940 -4.667
H 6.784 -32.713 -3.921
H 6.625 -30.383 -14.470
H 9.484 -36.003 -4.763
H 5.888 -29.336 -7.695
H 2.965 -29.616 -17.698
H 4.314 -28.987 -13.197
H 1.484 -30.345 -10.651
H 2.640 -32.876 -11.392
H 7.353 -35.214 -15.129
H 6.373 -36.444 -11.586
H 0.995 -33.765 -8.955
H 3.907 -30.437 -14.071
H 6.205 -31.965 -9.241
H 3.019 -28.790 -9.126
H 9.251 -30.105 -4.391
H 2.798 -29.405 -15.930
H 7.043 -28.278 -6.708
H 12.182 -32.394 -10.750
H 6.681 -37.433 -15.193
H 9.439 -31.894 -2.493
H -0.980 -33.437 -10.343
H 5.421 -29.988 -17.419
H 7.494 -31.263 -4.202
H 4.645 -30.725 -16.063
H 6.235 -31.359 -10.877
H 11.265 -31.612 -9.511
H 7.502 -28.975 -16.299
H 8.684 -35.641 -14.156
H 10.715 -30.151 -3.610
H 10.758 -32.544 -3.464
H 6.045 -27.594 -8.020
H 1.110 -30.314 -8.988
H 3.994 -29.873 -9.967
H 10.716 -33.180 -10.237
H 4.938 -35.581 -12.155
H 7.626 -37.804 -13.798
H 9.708 -34.409 -3.246
H 0.276 -32.316 -8.484
H 5.619 -26.721 -17.360
H 6.214 -31.751 -6.110
H 0.405 -33.226 -11.398
H 6.122 -28.044 -18.271
*
```